{"formula": "C52H116N4O12", "method": "wB97M-V/def2-TZVPD", "symbols": ["C", "C", "C", "C", "C", "C", "C", "C", "C", "N", "O", "H", "H", "H", "H", "H", "H", "H", "H", "H", "H", "H", "H", "H", "H", "H", "H", "H", "H", "H", "C", "C", "C", "C", "C", "C", "C", "C", "C", "N", "O", "H", "H", "H", "H", "H", "H", "H", "H", "H", "H", "H", "H", "H", "H", "H", "H", "H", "H", "H", "C", "C", "C", "C", "C", "C", "C", "C", "C", "N", "O", "H", "H", "H", "H", "H", "H", "H", "H", "H", "H", "H", "H", "H", "H", "H", "H", "H", "H", "H", "C", "C", "C", "C", "C", "C", "C", "C", "C", "N", "O", "H", "H", "H", "H", "H", "H", "H", "H", "H", "H", "H", "H", "H", "H", "H", "H", "H", "H", "H", "C", "O", "C", "C", "O", "C", "H", "H", "H", "H", "H", "H", "H", "H", "H", "H", "C", "O", "C", "C", "O", "C", "H", "H", "H", "H", "H", "H", "H", "H", "H", "H", "C", "O", "C", "C", "O", "C", "H", "H", "H", "H", "H", "H", "H", "H", "H", "H", "C", "O", "C", "C", "O", "C", "H", "H", "H", "H", "H", "H", "H", "H", "H", "H"], "positions_angstrom": [[-11.25470, 2.57545, 38.79744], [-10.66788, 3.42354, 37.67651], [-10.96268, 2.78539, 36.32294], [-11.40843, 4.78604, 37.76603], [-10.78790, 5.89471, 36.94723], [-9.31050, 6.01735, 37.32834], [-8.51281, 4.70522, 37.18484], [-8.24718, 4.48597, 35.68474], [-7.20897, 5.00896, 37.89883], [-9.23845, 3.66378, 37.91716], [-8.51864, 2.43822, 37.75944], [-12.21214, 2.10945, 38.56164], [-10.64375, 1.66842, 38.90177], [-11.22033, 3.07681, 39.76226], [-10.96878, 3.45448, 35.46024], [-10.38887, 1.89235, 36.06591], [-11.98356, 2.38106, 36.32745], [-12.33215, 4.57954, 37.20961], [-11.63920, 5.08960, 38.78438], [-10.91075, 5.78041, 35.86545], [-11.34293, 6.82375, 37.10412], [-9.24967, 6.42527, 38.34142], [-8.86245, 6.80287, 36.71177], [-8.00318, 3.45358, 35.43078], [-7.38429, 5.04909, 35.32128], [-9.09086, 4.84931, 35.09537], [-7.43315, 4.86961, 38.96593], [-6.77738, 5.97131, 37.64507], [-6.43251, 4.23541, 37.84044], [-8.07699, 2.32661, 38.60818], [-11.10670, -1.33338, 39.90967], [-10.36753, -1.98368, 38.74723], [-11.08865, -1.68090, 37.40759], [-8.96617, -1.33794, 38.61951], [-7.98170, -1.88434, 39.66754], [-7.91616, -3.40405, 39.47082], [-9.22569, -4.10264, 39.75938], [-9.02012, -5.53750, 39.23236], [-9.46013, -4.19414, 41.27495], [-10.23113, -3.44347, 38.93753], [-11.49481, -4.05007, 39.04293], [-10.65005, -1.52380, 40.88346], [-11.24620, -0.26831, 39.73619], [-12.09680, -1.78793, 40.02176], [-10.90527, -0.62287, 37.21167], [-10.71583, -2.25634, 36.56223], [-12.15081, -1.89112, 37.52973], [-8.57976, -1.41137, 37.60361], [-9.02548, -0.27201, 38.86203], [-6.98829, -1.46779, 39.48922], [-8.27095, -1.58522, 40.67482], [-7.07878, -3.75956, 40.07981], [-7.60369, -3.64652, 38.45213], [-9.81955, -6.21089, 39.54825], [-8.13595, -6.02518, 39.65970], [-8.81601, -5.54948, 38.16268], [-10.46068, -4.53935, 41.53860], [-9.28249, -3.24985, 41.79586], [-8.70037, -4.86843, 41.67064], [-11.82186, -3.89530, 39.94590], [-19.53344, 2.48341, 36.79174], [-20.18099, 2.49090, 38.19345], [-21.67459, 2.83211, 38.01301], [-20.12830, 1.08273, 38.80206], [-18.82282, 0.67658, 39.45322], [-18.42991, 1.78352, 40.40582], [-18.32123, 3.16280, 39.78437], [-18.09828, 4.14714, 40.96303], [-17.09546, 3.20391, 38.84230], [-19.60182, 3.45386, 39.13435], [-19.64312, 4.76306, 38.60982], [-19.14205, 3.47394, 36.54270], [-18.64843, 1.85159, 36.69345], [-20.25943, 2.21751, 36.02455], [-22.13918, 1.99451, 37.49042], [-22.19899, 3.03291, 38.94667], [-21.79637, 3.71487, 37.38196], [-20.93609, 0.83970, 39.49995], [-20.30167, 0.34218, 38.01189], [-18.92180, -0.29320, 39.94476], [-18.05895, 0.49604, 38.68574], [-17.57574, 1.53511, 41.04040], [-19.25185, 1.81418, 41.13491], [-18.82846, 3.99441, 41.75579], [-18.26710, 5.15660, 40.58146], [-17.07466, 4.10633, 41.32979], [-17.12323, 2.71012, 37.87549], [-16.24949, 2.71995, 39.35002], [-16.67030, 4.20733, 38.74771], [-20.30530, 5.20400, 39.15239], [-16.62809, 11.37728, 35.23387], [-15.51212, 10.55099, 35.91247], [-14.27572, 10.60397, 34.97921], [-15.15133, 11.19545, 37.23053], [-14.33346, 10.35851, 38.18957], [-15.01579, 8.99547, 38.38655], [-15.37257, 8.27087, 37.05414], [-14.10948, 7.61047, 36.50353], [-16.36511, 7.14843, 37.41799], [-16.03018, 9.19639, 36.11517], [-16.46283, 8.59873, 34.92212], [-16.87318, 10.89180, 34.29358], [-17.49431, 11.42627, 35.89402], [-16.26316, 12.39596, 35.10337], [-14.53748, 10.08758, 34.05304], [-14.02776, 11.61975, 34.65342], [-13.33566, 10.25956, 35.40855], [-14.53835, 12.08574, 37.03760], [-16.00811, 11.64623, 37.74274], [-13.31504, 10.18544, 37.82845], [-14.16379, 10.85826, 39.14511], [-15.82736, 8.98923, 39.11440], [-14.22127, 8.40614, 38.85909], [-14.31849, 7.08426, 35.57109], [-13.65882, 6.93305, 37.23162], [-13.32620, 8.34578, 36.30463], [-17.30315, 7.62839, 37.70369], [-15.90295, 6.66312, 38.27857], [-16.56099, 6.43125, 36.62290], [-17.35879, 8.31077, 35.13031], [-22.18504, -3.70921, 33.63241], [-21.32618, -2.70092, 34.11528], [-20.95584, -2.94841, 35.45552], [-20.15995, -1.75324, 35.95392], [-19.10083, -1.40150, 35.11398], [-18.02362, -2.31318, 35.11562], [-22.95751, -3.99447, 34.35045], [-21.62454, -4.61209, 33.35408], [-22.61725, -3.36174, 32.69421], [-20.38854, -3.88527, 35.53958], [-21.80817, -3.12835, 36.12325], [-19.82133, -1.95605, 36.98066], [-20.85588, -0.92798, 36.11388], [-17.77732, -2.78265, 36.07122], [-17.16992, -1.82960, 34.65092], [-18.27114, -3.13511, 34.43121], [-14.85767, -3.27956, 33.85525], [-15.25838, -4.27283, 32.95262], [-15.11164, -5.58505, 33.47938], [-15.21734, -6.63142, 32.37253], [-14.46781, -7.73972, 32.81097], [-14.60161, -8.86175, 31.97280], [-13.76333, -3.17836, 33.87592], [-15.20750, -3.49714, 34.87037], [-15.22355, -2.32296, 33.48184], [-15.92638, -5.72278, 34.19137], [-14.11494, -5.70444, 33.90958], [-14.89825, -6.31525, 31.37395], [-16.27392, -6.90310, 32.24345], [-15.53712, -9.38633, 32.17310], [-13.76990, -9.55924, 32.08449], [-14.48077, -8.54593, 30.92882], [-12.50353, 4.46093, 30.42665], [-11.38563, 4.01216, 31.16916], [-11.36810, 2.60133, 31.24045], [-10.16665, 2.12418, 32.02525], [-8.95839, 2.43909, 31.36435], [-7.82506, 2.23862, 32.18491], [-12.62126, 4.02628, 29.42883], [-12.47874, 5.54499, 30.39797], [-13.39279, 4.10467, 30.96452], [-11.38008, 2.21006, 30.21900], [-12.23569, 2.21011, 31.78895], [-10.17024, 1.03452, 32.16082], [-10.19272, 2.57697, 33.02519], [-6.97892, 2.49353, 31.55098], [-7.77339, 1.17535, 32.45298], [-7.84252, 2.83249, 33.10239], [-13.45832, 0.04008, 34.52271], [-14.37165, 0.14144, 35.59066], [-15.60897, 0.77771, 35.26556], [-15.38821, 2.28386, 35.28914], [-14.49508, 2.64479, 34.26798], [-14.23026, 4.02882, 34.22039], [-13.83359, -0.50365, 33.65831], [-12.54996, -0.46471, 34.88334], [-12.86436, 0.92797, 34.28746], [-16.36884, 0.53791, 36.00962], [-15.90885, 0.38562, 34.28873], [-14.88110, 2.48539, 36.24353], [-16.33144, 2.84569, 35.25311], [-15.15787, 4.55792, 33.96796], [-13.49651, 4.14590, 33.42569], [-13.89381, 4.43703, 35.18024]], "relative_energy_kcal_mol": 15.6, "smiles": "CC1(C)CCCC(C)(C)N1O.CC1(C)CCCC(C)(C)N1O.CC1(C)CCCC(C)(C)N1O.CC1(C)CCCC(C)(C)N1O.COCCOC.COCCOC.COCCOC.COCCOC", "e_homo_ev": -8.2, "gap_ev": 8.7, "multiplicity": 1}

{"formula": "C5H13Cl2NSi", "method": "wB97M-V/def2-TZVPD", "symbols": ["C", "C", "C", "C", "C", "N", "Si", "Cl", "Cl", "H", "H", "H", "H", "H", "H", "H", "H", "H", "H", "H", "H", "H"], "positions_angstrom": [[-2.32380, 2.10557, 1.33780], [-0.70489, 2.12704, -0.56144], [1.91680, -1.41619, -0.56685], [0.48437, -3.52238, -0.46254], [-1.30144, 1.25893, 0.51131], [0.74473, -2.23601, -1.09426], [-1.97667, -0.35739, -0.12147], [-3.16893, -0.26445, -1.72110], [-2.70776, -1.49942, 1.38346], [-1.66102, 2.88898, 1.85028], [-2.96142, 2.52040, 0.65942], [-2.93890, 1.47487, 1.95286], [-1.50546, 2.66974, -1.18973], [0.15487, 1.69475, -1.23223], [-0.21734, 3.00781, -0.13899], [1.76361, -1.57920, 0.55260], [2.84435, -1.88165, -0.71087], [1.88289, -0.30947, -0.91336], [-0.64706, -3.66042, -0.57382], [1.07903, -4.27358, -1.00118], [0.81439, -3.63268, 0.60575], [-0.50496, 0.97633, 1.11625]], "relative_energy_kcal_mol": 132.2, "e_homo_ev": [-6.8, -5.7], "gap_ev": [5.8, 3.5], "multiplicity": 1}

{"formula": "C35H40MnN3S", "method": "wB97M-V/def2-TZVPD", "symbols": ["Mn", "C", "C", "C", "C", "C", "C", "C", "C", "S", "C", "N", "C", "C", "C", "C", "C", "C", "C", "C", "H", "H", "H", "H", "H", "H", "H", "H", "H", "H", "H", "H", "H", "H", "H", "H", "C", "C", "C", "C", "C", "C", "C", "N", "C", "C", "C", "C", "C", "C", "C", "N", "C", "C", "C", "C", "H", "H", "H", "H", "H", "H", "H", "H", "H", "H", "H", "H", "H", "H", "H", "H", "H", "H", "H", "H", "H", "H", "H", "H"], "positions_angstrom": [[0.16341, 0.19278, 0.28973], [-2.14986, 6.16503, 3.64408], [-1.51758, 4.83699, 4.12769], [-1.82914, 4.63555, 5.63448], [-0.00560, 4.89923, 3.92570], [-2.15301, 3.70126, 3.39321], [-3.61214, 3.55821, 3.47725], [-4.30103, 2.56251, 2.85093], [-3.54608, 1.64347, 2.11316], [-4.10841, 0.29500, 1.24202], [-2.47768, -0.09516, 0.79601], [-1.55152, 0.74416, 1.26781], [-2.09931, 1.74987, 2.02690], [-1.42445, 2.77078, 2.65518], [-2.09778, -1.26458, 0.07431], [-3.04520, -2.11717, -0.51413], [-2.60076, -3.31884, -1.03398], [-1.24107, -3.64762, -0.96674], [-0.28294, -2.75884, -0.45304], [-0.72192, -1.56504, 0.05432], [-1.67623, 6.97783, 4.19531], [-3.22007, 6.22068, 3.84072], [-1.97912, 6.33177, 2.58026], [-1.33060, 5.43555, 6.18367], [-1.45376, 3.68144, 6.00660], [-2.89471, 4.70294, 5.85330], [0.38787, 5.76694, 4.45306], [0.26376, 5.01330, 2.87295], [0.49898, 4.01826, 4.33215], [-4.15642, 4.28215, 4.06701], [-5.37786, 2.48770, 2.92196], [-0.35009, 2.85541, 2.57303], [-4.09807, -1.86208, -0.54355], [-3.29898, -4.00991, -1.48564], [-0.90802, -4.60192, -1.35614], [0.76614, -3.02534, -0.46553], [4.79299, -1.49947, -4.78636], [5.11290, -0.81700, -3.45713], [5.76268, 0.55324, -3.72876], [6.07781, -1.69922, -2.64880], [3.86111, -0.56696, -2.63707], [2.57109, -0.78058, -3.12432], [1.48408, -0.56108, -2.31281], [1.60785, -0.12499, -1.04582], [2.85183, 0.12620, -0.55139], [3.96544, -0.09022, -1.32077], [2.92261, 0.58317, 0.87297], [4.06277, 1.10919, 1.43516], [4.09133, 1.45836, 2.79078], [2.92294, 1.21974, 3.52331], [1.80645, 0.72675, 2.89203], [1.78587, 0.42312, 1.58367], [5.31556, 2.11437, 3.40882], [5.12153, 3.63413, 3.23960], [5.44338, 1.78217, 4.89845], [6.59930, 1.68225, 2.69087], [5.72355, -1.68379, -5.32107], [4.17202, -0.87613, -5.43262], [4.30118, -2.46478, -4.64568], [6.68069, 0.40360, -4.29768], [6.02685, 1.06801, -2.80243], [5.10754, 1.20266, -4.31171], [6.92515, -1.95870, -3.28311], [5.60920, -2.63034, -2.32421], [6.47716, -1.18685, -1.77212], [2.40426, -1.12786, -4.13318], [0.47713, -0.73316, -2.66984], [4.94166, 0.10454, -0.90189], [4.94477, 1.24168, 0.82808], [2.88243, 1.40521, 4.58603], [0.89373, 0.53372, 3.44408], [4.26289, 3.99048, 3.81348], [4.98217, 3.90829, 2.19145], [6.00890, 4.15124, 3.60634], [4.58736, 2.11775, 5.48454], [6.31512, 2.29993, 5.29795], [5.58680, 0.71347, 5.06819], [6.65149, 2.05365, 1.66586], [6.71643, 0.59641, 2.68383], [7.45624, 2.10131, 3.21699]], "charge": 3, "e_homo_ev": [-17.4, -17.4], "gap_ev": [6.9, 5.1], "multiplicity": 4}

{"formula": "C25H29F2N5O2Re", "method": "wB97M-V/def2-TZVPD", "symbols": ["Re", "C", "O", "C", "O", "N", "N", "H", "H", "H", "H", "H", "H", "C", "C", "C", "C", "C", "C", "C", "N", "C", "N", "C", "C", "C", "C", "C", "C", "C", "N", "C", "C", "C", "C", "C", "C", "C", "H", "H", "H", "H", "H", "H", "H", "H", "H", "H", "H", "H", "H", "H", "H", "H", "H", "H", "H", "H", "H", "H", "F", "C", "F", "H"], "positions_angstrom": [[1.14093, 0.54132, -1.48690], [2.38929, -2.52905, -4.92746], [2.80288, -1.15829, -5.02633], [2.68093, -0.39013, -3.98282], [2.30493, -0.77204, -2.86430], [2.97448, 0.90826, -4.19867], [2.73621, 1.81683, -3.14401], [3.22883, -3.14730, -5.23419], [1.55416, -2.68214, -5.61003], [2.09251, -2.76313, -3.90613], [3.35244, 1.22004, -5.08285], [2.22328, 2.62622, -3.50381], [3.62039, 2.15375, -2.75462], [-3.24117, -0.07907, 1.32799], [-2.83313, -0.42243, 2.72896], [-3.78699, -0.95937, 3.58928], [-3.50911, -1.21561, 4.91820], [-2.24974, -0.92291, 5.42852], [-1.27977, -0.39672, 4.59849], [-1.55376, -0.16470, 3.24971], [-0.53927, 0.43848, 2.46174], [-0.20107, 0.07410, 1.21361], [-0.53333, -1.18252, 0.84380], [-0.63757, -1.73281, -0.42958], [-0.23400, -1.01483, -1.57002], [-0.54201, -1.52602, -2.83118], [-1.14414, -2.75893, -2.96600], [-1.43619, -3.50863, -1.83174], [-1.19541, -3.02003, -0.55915], [-1.52250, -3.85632, 0.63813], [0.46408, 0.90070, 0.40015], [0.86496, 2.17850, 0.91337], [-0.06865, 3.20715, 1.03965], [0.33476, 4.44711, 1.49914], [1.65849, 4.65210, 1.86316], [2.57456, 3.61717, 1.78284], [2.20288, 2.37108, 1.29395], [3.18669, 1.24126, 1.22012], [-4.23826, 0.35624, 1.35049], [-3.29001, -0.97192, 0.70312], [-2.56839, 0.63250, 0.85333], [-4.77527, -1.15920, 3.20526], [-4.27732, -1.61132, 5.56112], [-2.03265, -1.09495, 6.46973], [-0.29842, -0.17116, 4.98829], [-0.08625, 1.25254, 2.86206], [-0.90413, -1.75733, 1.59333], [-0.29869, -0.95605, -3.71833], [-1.37365, -3.14377, -3.94562], [-1.87566, -4.48789, -1.94269], [-1.83414, -4.84764, 0.32066], [-2.34287, -3.42884, 1.21350], [-0.65423, -3.96976, 1.28512], [-1.09668, 3.02189, 0.77133], [-0.37700, 5.25315, 1.57198], [1.98514, 5.62234, 2.20497], [3.59433, 3.78841, 2.09477], [4.20342, 1.62257, 1.18628], [3.02147, 0.58825, 0.34847], [3.10041, 0.61851, 2.11111], [-0.09010, 1.70980, -3.66663], [-0.25130, 1.90368, -2.32893], [0.21276, 3.15151, -2.07670], [-1.33236, 1.88739, -2.11702]], "relative_energy_kcal_mol": 4.2, "charge": 2, "e_homo_ev": [-13.7, -13.8], "gap_ev": [5.6, 6.1], "multiplicity": 2}

| no. | total energy (hartree) |
| --- | --- |
| 1 | -3172.38694 |
| 2 | -1462.81088 |
| 3 | -3070.19851 |
| 4 | -1671.74077 |